ORCA calculation (ωB97M-V/def2-TZVPD) on a molecular structure, C25H30AsBiBrClNO8S.

For the largest force on an atom, the calculation gives 0.0071 Eh/bohr. The spin multiplicity is 2. The orbital gap (spin up / spin down) comes out at 3.97 / 6.48 eV. As for the charge: -2. Its energy above the lowest of the compared OMol25 structures with the same formula, charge and spin is 0.263 eV.

Cartesian coordinates (Å):
Bi 0.02 -1.71 0.41
O -0.81 -3.13 4.37
As -0.45 -4.00 2.88
O 1.12 -2.95 2.40
O -1.28 -3.16 1.68
C 2.04 -2.64 3.34
C 2.96 -3.60 3.74
C 3.91 -3.31 4.71
C 3.94 -2.05 5.29
C 3.02 -1.09 4.89
C 2.07 -1.37 3.93
S 0.92 -0.07 3.44
O 1.28 1.08 4.23
O 1.16 0.10 2.00
O -0.42 -0.58 3.71
H -0.78 -2.16 4.21
H 2.92 -4.57 3.25
H 4.62 -4.07 5.01
H 4.68 -1.81 6.05
H 3.03 -0.10 5.32
C 0.45 4.86 -4.03
C -0.70 3.93 -4.43
C -1.98 4.76 -4.58
C -0.37 3.32 -5.79
C -0.90 2.86 -3.36
C -0.76 1.50 -3.60
C -0.93 0.59 -2.57
Br -0.68 -1.26 -2.90
C -1.24 0.95 -1.24
O -1.35 0.06 -0.31
C -1.39 2.35 -1.00
C -1.21 3.24 -2.05
C -1.70 2.96 0.39
C -2.86 3.96 0.26
C -0.44 3.70 0.88
C -2.10 1.97 1.49
H 0.60 5.64 -4.79
H 1.38 4.29 -3.93
H 0.26 5.35 -3.08
H -1.85 5.53 -5.34
H -2.25 5.24 -3.64
H -2.82 4.12 -4.88
H -0.24 4.11 -6.53
H -1.17 2.66 -6.14
H 0.55 2.74 -5.76
H -0.51 1.12 -4.58
H -1.30 4.29 -1.84
H -2.65 4.78 -0.43
H -3.08 4.40 1.24
H -3.76 3.45 -0.09
H -0.13 4.48 0.18
H 0.38 3.00 1.00
H -0.64 4.17 1.85
H -2.96 1.38 1.20
H -2.35 2.55 2.38
H -1.30 1.28 1.74
Cl 2.50 -1.57 -0.56
O -0.09 -3.51 -0.93
N 0.18 -4.71 -0.35
C 1.50 -5.12 -0.24
C 1.79 -6.39 0.16
C 0.76 -7.32 0.44
C -0.57 -6.88 0.26
C -0.84 -5.61 -0.13
H 2.23 -4.35 -0.46
H 2.83 -6.65 0.27
H 0.99 -8.32 0.78
H -1.41 -7.54 0.45
H -1.83 -5.19 -0.25


ORCA calculation (ωB97M-V/def2-TZVPD) on a single C5H6O2 molecule.

For the largest force on an atom, the calculation gives 0.0151 Eh/bohr. The orbital gap comes out at 10.51 eV. As for the SMILES: C#CC(=O)[C@@H](C)O. Its energy above the lowest of the compared OMol25 structures with the same formula, charge and spin is 2.348 eV.

Cartesian coordinates (Å):
C 2.89 0.41 0.00
C 1.74 0.20 -0.28
C 0.55 -0.61 -0.46
O 0.63 -1.62 -1.14
C -0.72 -0.33 0.33
C -1.32 1.05 0.12
O -1.66 -1.32 0.00
H 3.92 0.49 0.25
H -0.42 -0.42 1.39
H -2.29 1.08 0.63
H -1.49 1.26 -0.94
H -0.68 1.83 0.55
H -1.15 -2.02 -0.45


ORCA calculation (ωB97M-V/def2-TZVPD) on 9 unconnected molecules or ions with the total composition C27H69N3O9.

For the largest force on an atom, the calculation gives 0.0566 Eh/bohr. The orbital gap comes out at 7.74 eV. As for the SMILES: CC1(C)CCCC(C)(C)N1O.CC1(C)CCCC(C)(C)N1O.CC1(C)CCCC(C)(C)N1O.O.O.O.O.O.O. Its energy above the lowest of the compared OMol25 structures with the same formula, charge and spin is 2.055 eV.

Cartesian coordinates (Å):
C 4.35 -2.48 2.44
C 2.93 -2.14 1.84
C 2.04 -3.41 1.72
C 2.20 -1.23 2.83
C 2.74 0.19 2.89
C 2.61 0.88 1.51
C 3.32 0.06 0.43
C 2.86 0.73 -0.87
C 4.92 0.27 0.40
N 2.89 -1.31 0.58
O 3.41 -2.10 -0.38
H 4.24 -2.88 3.44
H 4.86 -3.11 1.70
H 5.03 -1.64 2.55
H 2.15 -4.03 2.61
H 1.00 -3.10 1.60
H 2.18 -4.03 0.83
H 1.12 -1.25 2.66
H 2.47 -1.60 3.82
H 2.12 0.78 3.56
H 3.78 0.21 3.24
H 2.97 1.90 1.67
H 1.57 1.08 1.25
H 3.14 0.13 -1.74
H 3.34 1.70 -0.98
H 1.78 0.80 -0.94
H 5.38 -0.59 -0.09
H 5.39 0.24 1.38
H 5.14 1.22 -0.08
H 4.36 -2.02 -0.23
C -0.21 5.61 -2.05
C 0.63 4.91 -0.92
C 0.29 3.39 -1.09
C 2.12 5.20 -1.14
C 3.01 4.73 0.03
C 2.60 5.52 1.29
C 1.07 5.45 1.61
C 0.85 4.13 2.42
C 0.70 6.67 2.44
N 0.22 5.44 0.39
O -1.15 5.22 0.62
H -0.28 6.70 -2.09
H 0.10 5.23 -3.02
H -1.24 5.30 -1.85
H 0.50 3.11 -2.12
H 0.90 2.70 -0.51
H -0.73 3.17 -0.79
H 2.44 4.68 -2.04
H 2.23 6.28 -1.19
H 2.89 3.66 0.22
H 4.06 4.91 -0.19
H 2.95 6.55 1.24
H 3.21 5.00 2.03
H -0.20 4.21 2.71
H 1.62 3.96 3.17
H 0.88 3.31 1.71
H 1.42 6.96 3.20
H -0.30 6.56 2.86
H 0.58 7.59 1.86
H -1.45 5.96 0.10
C -5.41 -5.24 -1.40
C -3.89 -5.02 -1.24
C -3.10 -6.14 -1.92
C -3.63 -3.69 -1.97
C -2.26 -3.08 -1.71
C -2.06 -2.85 -0.14
C -2.28 -4.19 0.69
C -1.08 -5.13 0.58
C -2.42 -3.77 2.16
N -3.60 -4.83 0.22
O -4.05 -5.97 0.95
H -5.93 -4.40 -0.93
H -5.71 -5.26 -2.45
H -5.74 -6.17 -0.95
H -3.44 -6.44 -2.91
H -2.08 -5.80 -2.07
H -3.17 -7.05 -1.32
H -4.06 -3.77 -2.96
H -4.41 -3.08 -1.53
H -1.45 -3.71 -2.07
H -2.11 -2.13 -2.22
H -2.73 -2.03 0.10
H -1.05 -2.45 -0.03
H -1.47 -6.13 0.75
H -0.36 -4.87 1.36
H -0.74 -5.15 -0.46
H -3.45 -3.65 2.49
H -1.92 -2.83 2.41
H -1.94 -4.46 2.85
H -4.76 -5.61 1.48
O 0.94 -1.77 -1.95
H 0.19 -1.21 -1.77
H 1.47 -1.73 -1.15
O -2.02 2.67 -2.95
H -2.50 3.15 -3.63
H -1.92 3.29 -2.23
O -0.80 0.27 -1.13
H -1.15 0.58 -1.97
H -1.23 0.81 -0.47
O -2.91 -0.51 -4.87
H -2.35 0.20 -5.17
H -3.04 -0.34 -3.94
O -2.81 1.33 0.14
H -3.03 1.38 1.07
H -3.18 2.13 -0.24
O -3.54 -0.24 -2.32
H -3.36 0.06 -1.43
H -4.45 -0.53 -2.31


ORCA calculation (ωB97M-V/def2-TZVPD) on a molecular structure, C29H32Cl2F5N7O5Sc.

For the largest force on an atom, the calculation gives 0.0216 Eh/bohr. The orbital gap (spin up / spin down) comes out at 6.99 / 6.97 eV. As for the charge: +1. Its energy above the lowest of the compared OMol25 structures with the same formula, charge and spin is 6.128 eV.

Cartesian coordinates (Å):
Sc -0.09 -0.47 -0.02
N 4.06 2.54 -3.26
C 2.66 1.96 -2.98
C 2.81 0.58 -2.39
C 3.25 0.54 -0.91
N 2.37 -0.39 -0.19
C 3.20 1.91 -0.22
C 1.99 2.75 -0.59
N 0.77 2.11 -0.06
C 1.87 2.95 -2.12
H 4.60 1.89 -3.83
H 4.57 2.70 -2.39
H 3.99 3.43 -3.76
H 2.20 1.89 -3.97
H 3.47 -0.03 -3.01
H 1.82 0.12 -2.48
H 4.28 0.18 -0.85
H 2.72 -0.56 0.75
H 2.37 -1.31 -0.64
H 4.11 2.48 -0.44
H 3.23 1.77 0.86
H 2.11 3.74 -0.14
H -0.05 2.64 -0.35
H 0.78 2.18 0.95
H 2.17 3.97 -2.38
H 0.83 2.88 -2.43
N -1.89 -2.11 0.35
N -1.24 -3.35 0.14
C -0.10 -3.34 -0.67
O 0.40 -4.37 -1.04
O 0.32 -2.12 -0.93
H -2.27 -2.11 1.29
H -2.65 -1.97 -0.31
H -1.81 -4.18 0.07
Cl 0.48 2.01 7.10
C -0.67 2.86 6.11
C -1.64 3.59 6.79
C -2.64 4.26 6.10
C -2.67 4.18 4.72
C -1.70 3.46 4.06
Cl -1.76 3.42 2.31
C -0.66 2.78 4.72
N 0.28 2.11 3.93
C 1.50 1.51 4.35
C 2.57 2.33 4.67
C 3.78 1.78 5.05
C 3.93 0.40 5.09
C 2.86 -0.42 4.74
C 1.64 0.13 4.38
C 0.47 -0.75 4.00
C 0.36 -0.72 2.50
O 0.85 -1.60 1.76
O -0.20 0.30 1.95
H -1.59 3.62 7.87
H -3.39 4.82 6.64
H -3.44 4.69 4.15
H -0.16 1.63 3.14
H 2.44 3.41 4.63
H 4.61 2.42 5.32
H 4.87 -0.05 5.39
H 2.97 -1.49 4.76
H -0.45 -0.38 4.44
H 0.65 -1.78 4.31
F -3.24 1.49 -5.42
C -2.50 0.87 -4.48
C -3.01 0.37 -3.23
F -3.00 -0.87 -2.71
C -2.07 1.44 -3.06
F -2.36 2.65 -2.49
C -0.68 0.89 -2.94
O -0.26 0.29 -1.94
C -0.09 0.90 -4.31
F -0.18 2.24 -4.78
C -1.23 0.19 -4.79
F -1.22 -1.10 -5.01
C -4.21 2.33 0.14
C -3.04 1.45 0.11
N -2.13 0.76 0.09
H -3.93 3.31 -0.24
H -4.57 2.43 1.17
H -4.99 1.92 -0.49


ORCA calculation (ωB97M-V/def2-TZVPD) on a single C19H19N5O4S molecule.

For the largest force on an atom, the calculation gives 0.1091 Eh/bohr. The orbital gap comes out at 8.57 eV. As for the SMILES: Cn1cc2c(n1)C(=O)NCCOCCOc1cc(ccn1)-c1cc(cs1)C(=O)N2. Its energy above the lowest of the compared OMol25 structures with the same formula, charge and spin is 4.853 eV.

Cartesian coordinates (Å):
C 2.80 -0.63 3.26
N 2.56 -1.35 1.95
C 2.13 -2.66 1.75
C 1.66 -2.76 0.52
C 2.25 -1.55 -0.15
N 2.75 -0.69 0.74
C 2.29 -1.24 -1.57
O 2.12 -2.11 -2.45
N 2.37 0.11 -2.03
C 2.13 1.30 -1.20
C 1.56 2.29 -2.12
O 1.26 3.40 -1.15
C -0.08 3.83 -1.30
C -0.59 4.25 0.05
O -0.86 3.12 0.83
C -1.96 2.41 0.54
C -1.79 0.95 0.60
C -2.88 0.13 0.17
C -4.10 0.70 -0.09
C -4.18 2.09 -0.05
N -3.15 2.89 0.17
C -2.76 -1.42 0.15
C -1.46 -1.95 0.08
C -1.39 -3.36 0.29
C -2.70 -3.96 0.47
S -4.01 -2.62 0.41
C -0.26 -4.24 -0.08
O -0.32 -5.41 -0.27
N 1.06 -3.90 -0.01
H 3.79 -0.03 3.36
H 2.67 -1.44 4.15
H 1.94 0.04 3.34
H 1.86 -3.39 2.46
H 2.80 0.19 -2.96
H 1.51 1.11 -0.39
H 3.05 1.59 -0.84
H 0.73 1.91 -2.78
H 2.40 2.61 -2.84
H -0.83 3.03 -1.66
H -0.05 4.58 -1.92
H -1.55 4.73 -0.13
H 0.09 4.94 0.52
H -0.74 0.63 0.78
H -4.96 0.06 -0.38
H -5.13 2.48 -0.07
H -0.63 -1.16 -0.11
H -3.06 -5.03 0.46
H 1.69 -4.46 -0.53


ORCA calculation (ωB97M-V/def2-TZVPD) on 3 unconnected molecules or ions with the total composition C4H12N2O.

For the largest force on an atom, the calculation gives 0.0225 Eh/bohr. The orbital gap (spin up / spin down) comes out at 7.49 / 7.47 eV. Its energy above the lowest of the compared OMol25 structures with the same formula, charge and spin is 5.921 eV.

Cartesian coordinates (Å):
C -0.33 -0.11 -0.73
C -0.64 0.16 0.62
C -0.77 -1.40 -1.37
C -0.79 1.55 1.14
N -0.07 0.91 -1.61
N 0.99 -0.28 1.91
O 1.63 -0.92 -0.13
H 2.57 -1.19 -0.20
H -1.23 -0.60 1.11
H 0.36 0.64 -2.48
H 0.35 1.74 -1.22
H 1.87 0.17 1.70
H 1.23 -1.27 2.00
H -0.73 -2.21 -0.65
H -1.80 -1.30 -1.74
H -0.14 -1.66 -2.22
H -1.72 2.02 0.79
H -0.80 1.53 2.23
H 0.04 2.20 0.85


ORCA calculation (ωB97M-V/def2-TZVPD) on a molecular structure, C12H23N2O2P2Zr.

For the largest force on an atom, the calculation gives 0.0937 Eh/bohr. The orbital gap (spin up / spin down) comes out at 4.21 / 4.22 eV. As for the charge: +3. Its energy above the lowest of the compared OMol25 structures with the same formula, charge and spin is 2.420 eV.

Cartesian coordinates (Å):
Zr -1.25 0.14 -0.33
P -0.95 2.62 0.53
C 0.44 2.53 -0.56
C 1.47 1.57 -0.17
N 0.99 0.33 0.16
C 1.79 -0.71 0.49
C 3.14 -0.47 0.53
C 3.65 0.77 0.10
C 2.82 1.80 -0.28
C 1.24 -2.10 0.81
P -0.44 -2.47 0.11
H 3.19 2.72 -0.74
H 3.74 -1.37 0.87
H 4.72 0.86 0.14
H 1.91 -2.88 0.37
H 1.17 -2.19 1.91
H -0.08 1.86 -1.92
H 0.86 3.48 -0.84
H -3.28 -2.69 -4.04
O -0.80 1.30 -2.33
H -0.20 0.67 -2.81
H -0.10 -1.14 -0.87
O -3.43 -2.54 -3.10
H -3.37 -1.58 -2.86
C -0.23 -3.84 -1.10
H 0.49 -4.62 -0.77
H -1.20 -4.34 -1.29
H 0.06 -3.46 -2.10
C -1.31 -3.32 1.50
H -2.34 -3.56 1.19
H -0.80 -4.27 1.78
H -1.39 -2.67 2.38
C -0.03 3.18 2.01
H 0.49 4.11 1.73
H -0.78 3.35 2.79
H 0.69 2.42 2.35
C -1.95 4.02 -0.04
H -2.82 4.00 0.64
H -1.39 4.96 0.06
H -2.29 3.87 -1.08
N -1.16 -0.17 2.98
C -1.27 -0.14 1.80


ORCA calculation (ωB97M-V/def2-TZVPD) on a single C13H15ClO4 molecule.

For the largest force on an atom, the calculation gives 0.0340 Eh/bohr. The orbital gap comes out at 9.01 eV. As for the SMILES: CC(=O)OCCC1=CC(=O)C(C[C@@H](C)Cl)=CC1=O. Its energy above the lowest of the compared OMol25 structures with the same formula, charge and spin is 0.000 eV.

Cartesian coordinates (Å):
C -0.53 3.92 0.30
C -1.37 3.47 1.45
O -2.16 4.22 1.99
O -1.24 2.17 1.85
C -0.20 1.99 2.80
C 0.05 0.51 3.02
C 0.30 -0.27 1.77
C 0.79 0.24 0.64
C 0.98 -0.68 -0.51
O 1.93 -0.61 -1.26
C -0.07 -1.75 -0.62
C -0.61 -2.21 -1.95
C 0.13 -1.74 -3.19
C 1.37 -2.56 -3.48
Cl -1.00 -1.96 -4.59
C -0.53 -2.26 0.52
C 0.01 -1.73 1.79
O 0.26 -2.42 2.76
H 0.02 4.80 0.62
H 0.16 3.17 -0.06
H -1.17 4.23 -0.52
H 0.72 2.49 2.49
H -0.53 2.40 3.75
H -0.87 0.12 3.45
H 0.83 0.36 3.75
H 1.07 1.27 0.55
H -1.63 -1.86 -2.01
H -0.67 -3.29 -1.96
H 0.34 -0.69 -3.16
H 1.91 -2.11 -4.30
H 1.99 -2.67 -2.61
H 1.04 -3.55 -3.79
H -1.28 -3.02 0.54


ORCA calculation (ωB97M-V/def2-TZVPD) on 2 unconnected molecules or ions with the total composition C2H7O.

For the largest force on an atom, the calculation gives 0.0991 Eh/bohr. The orbital gap comes out at 6.35 eV. As for the charge: -1. Its energy above the lowest of the compared OMol25 structures with the same formula, charge and spin is 1.108 eV.

Cartesian coordinates (Å):
O 2.28 -0.70 -1.85
H 2.15 -0.30 -2.74
C -1.06 0.64 0.83
C -0.13 -0.43 0.32
H -2.14 0.16 0.88
H -1.03 1.56 0.22
H -0.98 0.96 1.84
H -0.44 -1.44 0.10
H 0.63 0.07 -0.58
H 0.72 -0.52 0.98


ORCA calculation (ωB97M-V/def2-TZVPD) on a single C5H6O3 molecule.

For the largest force on an atom, the calculation gives 0.0562 Eh/bohr. The orbital gap comes out at 9.82 eV. As for the SMILES: O=C(O)C1=CCCO1. Its energy above the lowest of the compared OMol25 structures with the same formula, charge and spin is 0.423 eV.

Cartesian coordinates (Å):
O -2.94 1.07 -0.02
C -2.19 0.09 0.04
O -2.62 -1.16 0.02
C -0.70 0.13 0.00
C 0.14 1.15 0.05
C 1.54 0.68 -0.06
C 1.36 -0.83 0.05
O -0.07 -1.10 -0.03
H -1.90 -1.76 -0.17
H -0.19 2.16 0.11
H 1.91 1.02 -1.05
H 2.12 1.17 0.75
H 1.84 -1.46 -0.73
H 1.68 -1.15 1.05


ORCA calculation (ωB97M-V/def2-TZVPD) on a single C7H12O molecule.

For the largest force on an atom, the calculation gives 0.0058 Eh/bohr. The orbital gap comes out at 7.96 eV. Its energy above the lowest of the compared OMol25 structures with the same formula, charge and spin is 4.402 eV.

Cartesian coordinates (Å):
C -0.36 0.28 1.06
C 2.26 -0.43 -1.06
C -2.06 1.89 0.16
C 0.56 -0.80 0.95
C -1.24 0.64 -0.06
C 0.78 -2.06 1.29
C -1.33 -0.04 -1.22
O 1.76 -0.05 0.25
H -0.75 0.47 2.06
H 1.08 0.82 0.45
H 1.46 -0.40 -1.79
H 3.05 0.28 -1.32
H 2.68 -1.43 -0.98
H -2.69 1.78 1.05
H -1.41 2.75 0.35
H -2.70 2.11 -0.69
H 1.75 -2.53 1.21
H -0.04 -2.63 1.70
H -1.96 0.31 -2.03
H -0.81 -0.98 -1.37